Below is one molecule with the formula C4H7NO2, with properties calculated with ωB97M-V/def2-TZVPD.

XYZ file:
```
14
Properties=species:S:1:pos:R:3
O 0.69966 0.16312 -0.59233
O -2.48930 1.64835 -1.32876
N -0.71384 -0.05068 1.13313
C 0.37017 -0.40012 0.59560
C -1.66364 0.79447 -1.11196
C 1.46527 -1.37211 0.96781
C -0.18188 1.14940 -1.11920
H -0.88524 -0.22378 2.10900
H 1.32294 -1.81273 1.95507
H 1.52134 -2.18074 0.22658
H 2.41630 -0.83590 0.92248
H 0.15614 1.25008 -2.15411
H -1.94882 -0.26142 -0.96148
H -0.06909 2.13205 -0.64184
```

## Properties
Molecular weight (g mol⁻¹): 101.10
Energy relative to the best compared isomer or geometry (same formula, charge and spin) (kJ/mol): 156.1
E_LUMO (eV): 0.8
E_tot (eV): -9845.6621
Structure (SMILES): [H]/N=C(\C)OCC=O